Below is a 3-piece molecular cluster, C32H49BrN2O10S3 overall at a distorted geometry, with properties calculated with ωB97M-V/def2-TZVPD.

The total charge is 0. For the largest force on an atom, the calculation gives 1.151 eV/A. As for the energy above the lowest of the compared OMol25 structures with the same formula, charge and spin: 8.6 kcal per mole. The HOMO-LUMO gap is 7.691 eV. For the HOMO energy, the calculation gives -9.1 eV. As for the spin multiplicity: 1. The structure (SMILES) is CCCc1cc(OC[C@H](C)C(C)C)c2c(c1Br)C(=O)C(N=C=S)=C(CCCCNC(C)=O)C2=O.CCOS(C)(=O)=O.CCOS(C)(=O)=O. The value obtained for the LUMO energy is -0.0522 Eh. The calculation puts the total energy at -159980.8374 eV.

Bonds (Å) are listed after each position.
Atoms and positions in Å:
1 C -1.17 5.84 -0.15  C2 1.540, H35 1.086, H36 1.086, H37 1.088
2 C -0.79 5.80 1.34  C1 1.540, C3 1.540, H38 1.089, H39 1.081
3 C -0.71 4.38 1.94  C2 1.540, C4 1.515, H40 1.092, H41 1.087
4 C -0.16 3.29 1.05  C3 1.515, C5 1.390, C16 1.407
5 C -0.98 2.19 0.82  C4 1.390, C6 1.397, H42 1.080
6 C -0.62 1.11 0.02  C5 1.397, O7 1.347, C14 1.404
7 O -1.46 0.06 -0.13  C6 1.347, C8 1.440
8 C -2.12 -0.42 1.06  O7 1.440, C9 1.533, H43 1.086, H44 1.088
9 C -3.60 -0.02 1.04  C8 1.533, C10 1.533, C11 1.538, H45 1.092
10 C -4.05 0.50 2.41  C9 1.533, H46 1.088, H47 1.089, H48 1.088
11 C -4.51 -1.18 0.59  C9 1.538, C12 1.532, C13 1.547, H49 1.091
12 C -4.00 -1.80 -0.72  C11 1.532, H50 1.088, H51 1.086, H52 1.090
13 C -5.95 -0.66 0.33  C11 1.547, H53 1.088, H54 1.084, H55 1.089
14 C 0.62 1.14 -0.62  C6 1.404, C15 1.416, C33 1.489
15 C 1.49 2.25 -0.44  C14 1.416, C16 1.406, C18 1.495
16 C 1.10 3.30 0.41  C4 1.407, C15 1.406, Br17 1.899
17 Br 2.25 4.76 0.77  C16 1.899
18 C 2.80 2.23 -1.16  C15 1.495, O19 1.200, C20 1.485
19 O 3.53 3.18 -1.25  C18 1.200
20 C 3.21 0.98 -1.83  C18 1.485, N21 1.433, C24 1.335
21 N 4.55 0.98 -2.33  C20 1.433, C22 1.212
22 C 4.72 1.44 -3.44  N21 1.212, S23 1.551
23 S 5.01 1.88 -4.90  C22 1.551
24 C 2.41 -0.08 -2.00  C20 1.335, C25 1.490, C33 1.487
25 C 2.87 -1.31 -2.71  C24 1.490, C26 1.551, H56 1.084, H57 1.087
26 C 3.59 -2.34 -1.79  C25 1.551, C27 1.524, H58 1.087, H59 1.091
27 C 4.16 -1.78 -0.49  C26 1.524, C28 1.529, H60 1.094, H61 1.088
28 C 4.98 -2.86 0.22  C27 1.529, N29 1.468, H62 1.089, H63 1.087
29 N 5.24 -2.49 1.62  C28 1.468, C30 1.379, H64 1.012
30 C 6.56 -2.52 2.01  N29 1.379, C31 1.502, O32 1.206
31 C 7.05 -1.44 2.94  C30 1.502, H65 1.086, H66 1.089, H67 1.084
32 O 7.32 -3.39 1.65  C30 1.206
33 C 1.02 0.00 -1.50  C14 1.489, C24 1.487, O34 1.213
34 O 0.28 -0.89 -1.85  C33 1.213
35 H -1.43 4.87 -0.57  C1 1.086
36 H -0.39 6.33 -0.72  C1 1.086
37 H -2.06 6.46 -0.27  C1 1.088
38 H -1.57 6.31 1.90  C2 1.089
39 H 0.13 6.33 1.54  C2 1.081
40 H -0.10 4.38 2.85  C3 1.092
41 H -1.70 4.07 2.25  C3 1.087
42 H -1.96 2.17 1.29  C5 1.080
43 H -2.05 -1.50 1.00  C8 1.086
44 H -1.61 -0.13 1.97  C8 1.088
45 H -3.74 0.80 0.34  C9 1.092
46 H -3.79 1.54 2.56  C10 1.088
47 H -3.66 -0.12 3.22  C10 1.089
48 H -5.14 0.46 2.50  C10 1.088
49 H -4.51 -1.91 1.40  C11 1.091
50 H -3.79 -1.03 -1.46  C12 1.088
51 H -4.72 -2.53 -1.08  C12 1.086
52 H -3.07 -2.34 -0.58  C12 1.090
53 H -6.60 -0.98 1.14  C13 1.088
54 H -6.32 -1.02 -0.62  C13 1.084
55 H -5.98 0.43 0.30  C13 1.089
56 H 3.49 -1.08 -3.56  C25 1.084
57 H 1.98 -1.81 -3.10  C25 1.087
58 H 2.96 -3.19 -1.56  C26 1.087
59 H 4.43 -2.73 -2.36  C26 1.091
60 H 3.32 -1.51 0.16  C27 1.094
61 H 4.82 -0.93 -0.65  C27 1.088
62 H 4.45 -3.81 0.15  C28 1.089
63 H 5.90 -2.99 -0.34  C28 1.087
64 H 4.82 -1.59 1.82  N29 1.012
65 H 7.66 -0.73 2.40  C31 1.086
66 H 6.24 -0.93 3.45  C31 1.089
67 H 7.69 -1.89 3.70  C31 1.084
68 C -2.30 -5.01 4.21  C69 1.516, H75 1.089, H76 1.090, H77 1.090
69 C -1.08 -5.06 5.11  C68 1.516, O70 1.444, H78 1.091, H79 1.088
70 O -0.06 -4.13 4.71  C69 1.444, S71 1.587
71 S -0.26 -2.60 5.07  O70 1.587, C72 1.759, O73 1.430, O74 1.431
72 C 1.38 -2.07 4.72  S71 1.759, H80 1.086, H81 1.088, H82 1.087
73 O -0.52 -2.48 6.47  S71 1.430
74 O -1.16 -2.02 4.11  S71 1.431
75 H -2.83 -4.06 4.32  C68 1.089
76 H -2.99 -5.81 4.47  C68 1.090
77 H -2.01 -5.11 3.17  C68 1.090
78 H -1.35 -4.89 6.16  C69 1.091
79 H -0.62 -6.05 5.06  C69 1.088
80 H 2.06 -2.54 5.42  C72 1.086
81 H 1.40 -0.99 4.84  C72 1.088
82 H 1.62 -2.34 3.69  C72 1.087
83 C -2.05 2.55 -7.59  C84 1.516, H90 1.089, H91 1.090, H92 1.090
84 C -2.07 1.14 -7.01  C83 1.516, O85 1.441, H93 1.091, H94 1.088
85 O -1.49 1.08 -5.70  C84 1.441, S86 1.593
86 S -2.37 1.60 -4.47  O85 1.593, C87 1.756, O88 1.432, O89 1.432
87 C -1.39 0.93 -3.18  S86 1.756, H95 1.082, H96 1.084, H97 1.085
88 O -3.64 0.93 -4.51  S86 1.432
89 O -2.31 3.03 -4.43  S86 1.432
90 H -2.71 3.21 -7.03  C83 1.089
91 H -2.37 2.53 -8.63  C83 1.090
92 H -1.05 2.97 -7.53  C83 1.090
93 H -3.08 0.73 -7.00  C84 1.091
94 H -1.46 0.48 -7.63  C84 1.088
95 H -1.41 -0.15 -3.23  C87 1.082
96 H -1.83 1.28 -2.26  C87 1.084
97 H -0.37 1.31 -3.28  C87 1.085

Charges per atom according to Mulliken partitioning, unit e: number 1, C, carries -1.005; number 2, C, carries -0.512; number 3, C, carries -1.517; number 4, C, carries 0.554; number 5, C, carries 0.201; number 6, C, carries -0.993; number 7, O, carries -0.182; number 8, C, carries -1.822; number 9, C, carries 0.875; number 10, C, carries -1.605; number 11, C, carries 0.721; number 12, C, carries -1.713; number 13, C, carries -1.511; number 14, C, carries -0.358; number 15, C, carries 0.930; number 16, C, carries 0.307; number 17, Br, carries -0.150; number 18, C, carries 0.388; number 19, O, carries -0.588; number 20, C, carries 0.492; number 21, N, carries -0.503; number 22, C, carries 0.431; number 23, S, carries -0.382; number 24, C, carries 0.012; number 25, C, carries -1.430; number 26, C, carries -1.102; number 27, C, carries 0.068; number 28, C, carries -0.981; number 29, N, carries -0.199; number 30, C, carries 0.732; number 31, C, carries -1.112; number 32, O, carries -0.599; number 33, C, carries 1.533; number 34, O, carries -0.636; number 35, H, carries 0.195; number 36, H, carries 0.251; number 37, H, carries 0.356; number 38, H, carries 0.520; number 39, H, carries 0.408; number 40, H, carries 0.462; number 41, H, carries 0.239; number 42, H, carries 0.058; number 43, H, carries 0.471; number 44, H, carries 0.695; number 45, H, carries 0.309; number 46, H, carries 0.327; number 47, H, carries 0.231; number 48, H, carries 0.498; number 49, H, carries 0.333; number 50, H, carries 0.286; number 51, H, carries 0.575; number 52, H, carries 0.349; number 53, H, carries 0.343; number 54, H, carries 0.418; number 55, H, carries 0.343; number 56, H, carries 0.544; number 57, H, carries 0.351; number 58, H, carries 0.444; number 59, H, carries 0.337; number 60, H, carries 0.272; number 61, H, carries 0.283; number 62, H, carries 0.373; number 63, H, carries 0.331; number 64, H, carries 0.245; number 65, H, carries 0.255; number 66, H, carries 0.338; number 67, H, carries 0.326; number 68, C, carries -0.948; number 69, C, carries -0.382; number 70, O, carries -0.258; number 71, S, carries 1.081; number 72, C, carries -0.967; number 73, O, carries -0.664; number 74, O, carries -0.447; number 75, H, carries 0.247; number 76, H, carries 0.408; number 77, H, carries 0.258; number 78, H, carries 0.345; number 79, H, carries 0.268; number 80, H, carries 0.354; number 81, H, carries 0.390; number 82, H, carries 0.286; number 83, C, carries -0.996; number 84, C, carries -0.397; number 85, O, carries -0.248; number 86, S, carries 1.366; number 87, C, carries -0.817; number 88, O, carries -0.705; number 89, O, carries -0.665; number 90, H, carries 0.299; number 91, H, carries 0.396; number 92, H, carries 0.267; number 93, H, carries 0.350; number 94, H, carries 0.272; number 95, H, carries 0.395; number 96, H, carries 0.137; number 97, H, carries 0.262